No. 1
Entry from the OMol25 dataset: a 4-piece molecular cluster, C5H18N2O3 overall at a distorted geometry (ωB97M-V/def2-TZVPD).

```
! RIJCOSX wB97M-V def2-TZVPD def2/J DEFGRID3
* xyz 0 1
N 1.170 -2.508 0.629
N -0.564 1.417 -0.438
O 1.159 1.304 -3.845
H -1.390 -2.341 -0.724
H -1.502 1.115 -0.225
C 0.367 0.182 1.405
C -0.653 2.892 -0.521
H 0.281 1.415 -3.468
H 2.898 -2.175 1.759
H 1.662 0.760 -3.232
H -1.194 -0.928 -1.377
O -1.695 -1.748 -1.412
H -0.003 3.392 0.196
H 2.686 -1.117 0.452
H 1.485 1.306 -0.004
C 2.122 -1.632 1.237
H 2.288 0.103 2.539
H 0.429 -2.095 0.096
H -3.449 -0.395 0.961
H -0.274 3.232 -1.486
O -3.559 -0.237 0.022
H 1.052 -1.055 2.938
C 1.501 -0.522 2.116
H -3.951 -1.021 -0.388
C 0.520 0.923 0.305
H -0.621 -0.125 1.729
H 0.927 -3.339 1.138
H -1.693 3.201 -0.403
*
```

Properties
LUMO energy (eV): 0.521
ΔE to the lowest compared entry with this formula, charge and spin (eV): 1.5590
E_HOMO (eV): -8.43
SMILES string: CN/C=C/CCN.O.O.O

=====

No. 2
Entry from the OMol25 dataset: C34H28Cl5N5O4S2Sc as an isolated structure (ωB97M-V/def2-TZVPD).

```
! RIJCOSX wB97M-V def2-TZVPD def2/J DEFGRID3
* xyz -1 1
C 4.888 -1.208 1.281
H -0.173 -2.094 4.400
H -0.874 4.181 -3.488
H -2.810 0.457 2.092
O 6.742 0.162 0.136
C -0.783 3.841 -2.466
H 6.052 -2.159 -0.241
H -5.668 3.519 -3.725
C -3.718 1.503 -0.996
H 3.514 -5.678 2.223
O 5.898 0.929 2.364
H 4.869 -4.329 -0.005
H 3.928 1.694 1.057
C -4.339 1.906 1.682
N 0.228 0.500 2.701
C 5.257 -2.281 0.484
H 0.359 2.648 3.412
N 0.310 -1.265 4.100
C -3.495 1.300 -2.384
C 4.592 -3.490 0.625
H 2.065 0.643 0.117
H -6.152 3.893 -1.341
C -0.073 -0.755 2.881
H 4.648 0.370 -1.495
N -0.571 2.010 -0.960
C 3.928 0.949 -0.919
C -0.206 2.267 1.392
C 2.865 -4.963 1.711
H 1.949 -4.854 2.292
C 3.859 -1.333 2.206
S -0.876 -1.840 1.807
N -0.138 0.988 1.467
H 0.517 -0.577 4.806
C -0.630 4.229 -0.114
C 1.695 0.179 -1.909
C -0.668 2.485 -2.194
C -0.795 4.720 -1.402
H -0.605 4.902 0.731
C -4.171 1.998 -3.343
H 2.372 -2.625 3.022
C 0.004 3.194 2.548
H 2.793 -0.841 -0.416
C -5.399 3.171 -1.642
Cl 0.368 -5.981 -1.923
Cl -2.515 -6.750 -2.787
O 0.527 -0.313 -1.630
C -3.205 -4.222 -2.094
H -0.910 5.784 -1.566
C 3.198 -2.542 2.328
C 3.562 -3.640 1.549
Cl 0.983 -3.182 -0.832
S 5.669 0.360 1.066
C -0.899 -4.807 -1.807
H -4.574 2.031 2.734
C -1.639 -2.526 -1.228
H -0.641 1.750 -2.989
H 2.598 -5.385 0.743
H -0.946 3.676 2.799
H 3.560 -0.486 2.814
C -2.186 -5.161 -2.195
C -4.713 2.446 -0.633
C -5.007 2.635 0.742
O 2.023 0.640 -2.989
Cl -4.247 -1.829 -1.509
C -2.964 0.773 -0.014
H 3.747 1.859 -1.488
H -2.779 0.542 -2.686
C -2.909 -2.945 -1.617
C -0.499 2.860 0.067
H -5.774 3.349 1.025
C 2.623 0.196 -0.712
C -5.134 2.961 -2.965
Sc -1.006 -0.367 -0.360
C -3.325 0.992 1.297
Cl -4.812 -4.663 -2.561
C -0.661 -3.516 -1.334
H 0.716 3.980 2.290
N 4.563 1.327 0.359
H -3.980 1.808 -4.393
*
```

Properties
LUMO energy (eV): 1.862
ΔE to the lowest compared entry with this formula, charge and spin (eV): 0.5305
E_HOMO (eV): -5.55

=====

No. 3
Entry from the OMol25 dataset: C11H14Cl4CrN4O9Se as an isolated structure at a distorted geometry (ωB97M-V/def2-TZVPD).

```
! RIJCOSX wB97M-V def2-TZVPD def2/J DEFGRID3
* xyz -2 1
O 0.661 2.047 0.814
C -2.203 -0.455 1.048
C 4.376 0.930 -1.255
H -1.784 -3.065 -4.408
C 1.082 1.897 2.023
C -1.598 -2.998 -3.337
O 2.340 0.327 -0.156
H 0.824 0.357 3.546
H 0.613 -2.162 -4.821
H 3.513 -3.053 -1.115
O -1.491 -0.441 3.351
O -1.292 3.005 -1.412
C 1.963 -2.737 -3.182
C -1.158 -0.402 2.162
H -1.968 1.553 0.445
C 2.854 0.527 -1.294
H 2.137 -2.804 -0.015
C 0.327 -3.574 -1.907
H -1.914 -2.022 -2.965
H -2.350 0.528 -0.793
Cl 4.955 1.294 0.365
H 2.049 0.002 2.297
N 0.067 -0.232 1.659
H 2.590 -4.453 -0.486
H -2.107 -1.409 0.525
C 1.060 0.422 2.486
O 0.833 3.000 -2.500
H 2.954 -2.396 -3.408
C 0.818 -2.630 -3.876
C 2.532 -3.419 -0.824
Cl 5.314 -0.488 -1.886
Cr 0.262 0.292 -0.258
H -2.138 -3.781 -2.809
O 1.472 2.786 2.773
O -0.841 1.398 -3.100
H -3.204 -0.364 1.472
Cl 4.661 2.304 -2.316
Se -0.536 -4.448 -0.539
O 2.350 0.481 -2.400
N 1.651 -3.319 -1.970
Cl -0.239 2.158 -1.988
O -0.238 -1.033 -0.904
N -1.864 0.607 0.091
N -0.185 -3.171 -3.091
*
```

Properties
LUMO energy (spin up / spin down) (eV): 4.315 / 4.315
E_HOMO (spin up / spin down) (eV): -2.54 / -2.53

=====

No. 4
Entry from the OMol25 dataset: C32H12F15FeO5Si as an isolated structure at a distorted geometry (ωB97M-V/def2-TZVPD).

```
! RIJCOSX wB97M-V def2-TZVPD def2/J DEFGRID3
* xyz 1 5
Fe -1.907 5.830 1.195
C 3.810 -3.171 -0.851
C 2.514 -4.450 0.667
Si 1.192 -2.200 -0.590
O -2.665 5.804 4.022
F 3.945 -2.139 -1.732
H 0.053 1.280 1.008
C -0.521 -1.098 1.440
C -0.913 -2.004 -2.388
F 2.500 -0.455 1.541
F 1.041 -5.033 -2.039
O 0.794 6.221 2.236
C -1.896 -3.703 -3.752
C 1.850 0.228 -1.949
F 6.058 -3.782 -1.329
C -1.799 4.065 0.052
F 3.117 2.195 1.441
F 1.484 -0.417 -3.084
F 5.889 -5.812 0.525
H -2.882 -1.162 2.993
C 2.200 1.570 -2.038
C 2.637 2.232 -0.890
C 2.586 -3.367 -0.209
C -2.018 0.866 0.563
C -0.922 1.748 0.804
C -3.324 1.325 0.214
C -0.854 -4.564 -3.389
H -4.776 2.571 -0.544
C -2.327 -0.278 2.658
F 2.098 2.214 -3.216
C 2.364 0.207 0.360
H -3.709 4.664 -0.700
C 1.855 -0.479 -0.748
C -2.126 7.649 0.978
C -1.907 -0.584 1.214
C -1.919 -2.398 -3.258
O -0.022 -0.816 2.604
F 2.931 3.540 -0.952
F 1.337 -4.688 1.300
C -0.269 6.095 1.758
O 0.038 -2.024 0.723
F -2.877 -1.535 -3.659
H -1.036 -0.524 4.442
C 0.085 -4.152 -2.446
C -1.043 -0.086 3.430
C 3.602 -5.286 0.911
F -0.889 -0.675 -2.024
H -0.752 0.977 3.430
C 4.816 -5.042 0.264
C 4.911 -3.995 -0.654
C 2.726 1.551 0.321
C -3.762 2.580 -0.145
F -0.712 -5.766 -3.991
H -3.987 0.494 -0.081
C 0.089 -2.853 -1.923
F -2.857 -4.136 -4.584
C -2.586 5.803 2.830
F 3.490 -6.331 1.757
H -2.999 0.577 2.762
H -2.525 -1.473 0.951
H -1.385 5.074 -0.303
H 0.166 3.567 0.596
C -0.852 3.113 0.539
O -2.189 8.683 1.509
C -3.129 3.814 -0.302
H -1.845 -0.060 -0.267
*
```

Properties
LUMO energy (spin up / spin down) (eV): -4.671 / -5.399
<S²>: 6.07
ΔE to the lowest compared entry with this formula, charge and spin (eV): 1.3671
E_HOMO (spin up / spin down) (eV): -9.38 / -10.70

=====

No. 5
Entry from the OMol25 dataset: a 2-piece molecular cluster, C14H28BrFO5S overall (ωB97M-V/def2-TZVPD).

```
! RIJCOSX wB97M-V def2-TZVPD def2/J DEFGRID3
* xyz 0 1
H -1.073 0.426 2.747
C -0.939 -1.656 3.336
O 1.100 5.642 0.671
H -2.623 -0.347 2.900
H 1.255 -1.810 3.452
H -1.624 -1.986 4.120
O -2.147 -3.096 -1.606
C -1.032 -4.079 -3.511
C -1.603 -0.508 2.541
C -0.972 -3.060 -2.396
S 1.634 4.865 -0.425
H 3.177 0.036 -1.070
H -0.109 -4.063 -4.099
C -0.551 2.115 -0.221
Br 0.911 2.959 2.529
H -1.573 3.846 -1.018
C 3.032 1.055 -1.430
H 0.619 -0.251 3.969
H -0.823 -2.516 2.669
H -2.146 -1.749 0.891
H -1.139 1.880 0.667
H 0.808 0.281 1.725
C 0.863 1.539 -0.034
H 0.471 -1.652 5.016
H -0.573 -0.683 -0.802
C -0.679 3.620 -0.437
C 0.426 -1.327 3.974
F 0.882 0.437 -2.164
O 2.367 3.524 0.207
C -1.676 -0.770 1.034
C 1.771 2.418 0.844
O 0.417 4.172 -1.201
H -2.886 -3.205 -2.217
H -1.160 -5.077 -3.093
H -2.035 -3.060 -4.849
H 3.393 1.096 -2.458
H 1.416 2.358 -1.974
H 3.631 1.745 -0.833
H -0.823 -2.056 -2.818
O -2.177 -3.861 -4.333
H -1.007 1.584 -1.059
H 1.742 -0.371 0.417
H -2.363 -0.057 0.570
H -0.744 4.163 0.506
C 0.802 0.138 0.646
H -0.130 -3.270 -1.735
C -0.344 -0.814 0.254
H 0.052 -1.833 0.327
C 1.566 1.432 -1.419
H 2.615 1.825 1.190
*
```

Properties
LUMO energy (eV): 0.579
E_HOMO (eV): -10.09

=====

No. 6
Entry from the OMol25 dataset: one molecule with the formula C11H15B at a distorted geometry (ωB97M-V/def2-TZVPD).

```
! RIJCOSX wB97M-V def2-TZVPD def2/J DEFGRID3
* xyz 0 3
H -3.814 -0.537 -1.002
B 0.088 -0.999 -1.168
C 1.100 0.600 1.453
H -1.304 0.124 0.040
H -0.771 -2.535 -2.753
C 1.297 1.570 2.425
C 0.128 -1.989 -2.483
C 1.247 -0.016 -1.008
H 2.769 1.908 -1.138
H 2.070 -0.028 -1.688
H 0.999 1.404 3.417
H -3.902 -0.287 0.810
C -3.706 -1.014 0.064
H -2.199 -2.142 1.065
H -4.584 -1.765 0.341
C 2.668 2.936 0.842
C 2.029 2.802 2.049
H 0.706 -0.373 1.757
H 2.268 3.605 2.774
H 3.498 3.667 0.618
H -2.407 -2.671 -0.478
C 1.591 0.893 0.137
C 2.358 2.016 -0.197
C -2.324 -1.774 0.075
C -1.144 -0.870 -0.335
H 0.809 -2.855 -2.218
H 0.534 -1.669 -3.398
*
```

Properties
LUMO energy (spin up / spin down) (eV): 0.709 / -1.609
<S²>: 2.03
ΔE to the lowest compared entry with this formula, charge and spin (eV): 0.0000
E_HOMO (spin up / spin down) (eV): -7.25 / -9.36

=====

No. 7
Entry from the OMol25 dataset: one molecule with the formula C4H7N3O2 at a distorted geometry (ωB97M-V/def2-TZVPD).

```
! RIJCOSX wB97M-V def2-TZVPD def2/J DEFGRID3
* xyz 0 1
C -1.088 -0.623 0.686
C -0.700 -1.686 -0.276
H -1.193 2.074 0.826
H 0.163 2.353 -0.346
O 3.069 0.402 -0.253
O 2.084 -0.987 1.067
N 2.092 -0.293 0.095
H -1.203 -2.611 -0.376
N -0.148 0.410 0.347
H -0.938 -0.966 1.705
H -2.186 -0.378 0.545
N 0.325 -1.460 -0.977
H -1.357 1.638 -0.936
H 0.976 0.562 -1.464
C 0.762 -0.128 -0.619
C -0.657 1.694 -0.023
*
```

Properties
LUMO energy (eV): 0.432
ΔE to the lowest compared entry with this formula, charge and spin (eV): 4.4930
E_HOMO (eV): -9.62
SMILES string: CN1CC=N[C@@H]1[N+](=O)[O-]

=====

No. 8
Entry from the OMol25 dataset: one molecule with the formula C19H28N2O3S (ωB97M-V/def2-TZVPD).

```
! RIJCOSX wB97M-V def2-TZVPD def2/J DEFGRID3
* xyz 0 1
C -3.447 -0.152 -0.085
H -5.925 -1.002 -1.245
H 1.228 -2.004 0.263
C -1.532 1.122 2.113
O 0.644 1.932 -0.261
H 4.540 -0.829 -2.236
C 3.984 0.050 -1.903
C -1.185 -0.443 -0.897
H -2.497 3.171 -1.301
H -5.369 -2.673 -1.339
C -4.452 0.623 0.711
O -1.027 -0.925 3.249
C 2.750 -0.388 -1.120
H 4.557 -1.242 1.705
N -1.691 1.338 0.687
H -2.507 0.944 2.575
H 2.506 -2.751 1.226
H 4.283 1.725 -0.604
C -3.840 -1.270 -0.826
O -0.708 3.614 0.871
H -0.877 -2.053 -2.269
C -2.103 0.232 -0.103
H -3.218 -2.808 -2.173
C -2.907 -1.945 -1.601
C 4.874 0.900 -1.006
H -5.373 0.745 0.145
H -5.590 -1.897 0.234
C -5.263 -1.740 -0.792
S -0.667 2.466 0.019
H 2.180 -1.121 -1.698
C 1.542 -1.112 2.194
H 5.857 0.675 0.908
H 1.021 -1.837 2.825
C -1.591 -1.526 -1.653
H -1.109 2.044 2.518
H -4.061 1.606 0.960
H 2.381 -0.690 2.756
H -0.160 -0.113 -0.917
C -0.636 -0.068 2.480
C 3.119 -0.977 0.212
H 2.106 0.481 -0.955
H -1.506 1.952 -2.154
H -0.935 3.635 -2.018
H 6.188 -0.626 -0.227
C 4.314 -0.782 0.755
H -4.695 0.098 1.634
C 2.070 -1.796 0.925
C 5.402 0.043 0.140
N 0.580 -0.069 1.912
H 0.850 0.663 1.267
H 5.706 1.321 -1.574
C -1.495 2.842 -1.539
H 3.681 0.615 -2.787
*
```

Properties
LUMO energy (eV): 0.510
ΔE to the lowest compared entry with this formula, charge and spin (eV): 0.7439
E_HOMO (eV): -8.72
SMILES string: Cc1cccc(N(CC(=O)NCCC2=CCCCC2)S(C)(=O)=O)c1C